No. 1
# C4H14NO2

A cluster of 3 separate species, C4H14NO2 in total in a non-equilibrium geometry (ωB97M-V/def2-TZVPD, the Open Molecules 2025 dataset).

Structure (XYZ):
```
21
C4H14NO2 | the Open Molecules 2025 dataset | ωB97M-V/def2-TZVPD
C 0.086 -2.498 0.417
C 0.990 -1.257 0.740
C 0.849 -0.215 -0.303
C 1.726 -0.005 -1.368
N -0.414 0.531 -0.104
H 0.401 -3.121 -0.421
H -0.953 -2.182 0.284
H 0.167 -3.157 1.282
H 2.020 -1.623 0.642
H 0.764 -0.948 1.755
H 2.439 -0.801 -1.575
H 1.604 0.874 -1.994
H -1.092 -0.125 0.302
H -0.201 1.250 0.623
H -0.733 1.205 -0.855
H -1.461 2.223 -2.732
H -0.088 2.627 -2.733
O -0.603 1.836 -2.492
H -1.427 1.332 3.277
H -2.230 2.420 2.829
O -1.842 1.632 2.428
```

Summary:
spin multiplicity = 2
energy = -365.269136 Eh
HOMO (alpha / beta) = -18.72 / -18.71 eV
energy relative to the best compared isomer or geometry (same formula, charge and spin) = 88.2 kJ/mol
gap between HOMO and LUMO (alpha / beta) = 9.105 / 5.357 eV
total charge = +2

No. 2
# C4H6N2O

The molecule C4H6N2O (ωB97M-V/def2-TZVPD, the Open Molecules 2025 dataset).

Structure (XYZ):
```
13
C4H6N2O | the Open Molecules 2025 dataset | ωB97M-V/def2-TZVPD
C 1.845 0.465 -0.024
C 0.413 0.020 0.079
C 0.103 -1.441 0.022
N -1.034 -1.982 0.170
C -1.754 0.925 0.695
O -2.647 1.327 -0.206
N -0.521 0.863 0.286
H 2.309 0.485 0.969
H 1.905 1.471 -0.445
H 2.426 -0.221 -0.649
H 0.967 -2.096 -0.127
H -1.767 -1.277 0.315
H -2.244 1.460 -1.086
```

Summary:
energy = -340.675095 Eh
HOMO (alpha / beta) = -8.84 / -8.84 eV
energy relative to the best compared isomer or geometry (same formula, charge and spin) = 314.6 kJ/mol
gap between HOMO and LUMO (alpha / beta) = 8.414 / 8.414 eV
total charge = 0

No. 3
# C3H6OS

The molecule C3H6OS in a non-equilibrium geometry (ωB97M-V/def2-TZVPD, the Open Molecules 2025 dataset).

Structure (XYZ):
```
11
C3H6OS | the Open Molecules 2025 dataset | ωB97M-V/def2-TZVPD
C -0.075 -0.309 -0.327
C 0.217 1.181 -0.030
C 0.322 -1.234 0.790
O 0.600 -0.500 -1.474
S -0.636 2.438 -0.729
H -1.270 -0.320 -0.464
H 1.359 1.426 -0.049
H -0.247 -2.258 0.707
H 0.056 -0.732 1.795
H 1.523 -1.466 0.718
H -1.849 1.773 -0.938
```

Summary:
energy = -591.186336 Eh
HOMO (alpha / beta) = -9.48 / -8.48 eV
energy relative to the best compared isomer or geometry (same formula, charge and spin) = 385.1 kJ/mol
gap between HOMO and LUMO (alpha / beta) = 8.604 / 7.305 eV
total charge = 0

No. 4
# C30H31N11O3PPbS3

A structure of composition C30H31N11O3PPbS3 in a non-equilibrium geometry (ωB97M-V/def2-TZVPD, the Open Molecules 2025 dataset).

Structure (XYZ):
```
80
C30H31N11O3PPbS3 | the Open Molecules 2025 dataset | ωB97M-V/def2-TZVPD
Pb 0.473 0.421 -0.471
C 0.028 -4.141 3.403
N -0.267 -3.188 2.323
C -0.974 -3.536 1.203
C -0.849 -2.493 0.332
N -0.099 -1.550 0.918
C 0.243 -1.965 2.114
P 1.165 -1.075 3.415
C 0.469 0.602 3.368
N 0.775 1.549 2.487
C -0.007 2.611 2.851
C -0.774 2.318 3.955
N -0.451 1.045 4.305
C -1.103 0.300 5.381
C 2.698 -0.773 2.595
N 2.866 -0.426 1.327
C 4.209 -0.250 1.177
C 4.852 -0.507 2.360
N 3.891 -0.827 3.251
C 4.082 -1.193 4.658
H 0.228 -5.092 2.907
H -0.848 -4.257 4.061
H 0.855 -3.787 4.002
H -1.511 -4.452 1.126
H -1.323 -2.330 -0.624
H 0.030 3.550 2.322
H -1.479 2.924 4.496
H -1.104 0.954 6.258
H -0.556 -0.605 5.607
H -2.118 0.042 5.094
H 4.658 0.076 0.266
H 5.878 -0.437 2.602
H 4.987 -1.815 4.743
H 3.244 -1.762 4.998
H 4.231 -0.322 5.304
N 2.846 4.377 -1.883
C 2.011 3.384 -1.526
S 2.475 1.747 -1.796
N 0.825 3.917 -1.009
N -0.087 3.020 -0.674
C -1.235 3.635 -0.334
C -2.438 3.024 0.060
C -3.596 3.819 -0.006
C -4.825 3.317 0.248
C -4.960 1.943 0.589
C -3.860 1.154 0.757
C -2.540 1.654 0.539
O -1.529 0.961 0.798
H 3.786 4.189 -2.194
H 2.509 5.286 -1.635
H -1.259 4.710 -0.554
H -3.449 4.832 -0.295
H -5.714 3.934 0.146
H -5.924 1.527 0.777
H -3.918 0.121 1.037
O -3.081 1.710 -3.045
C -2.898 0.942 -4.127
C -3.726 1.166 -5.217
C -3.590 0.429 -6.374
C -2.583 -0.542 -6.483
C -1.735 -0.734 -5.399
C -1.900 -0.014 -4.204
C -0.962 -0.314 -3.101
O -1.112 0.381 -1.980
N -0.066 -1.264 -3.277
N 0.740 -1.459 -2.120
C 1.679 -2.312 -2.396
S 1.951 -3.102 -3.926
C 3.285 -4.153 -3.335
C 4.042 -3.434 -2.239
S 2.820 -2.750 -1.107
H -2.413 1.454 -2.367
H -4.511 1.875 -5.047
H -4.271 0.676 -7.168
H -2.492 -1.121 -7.388
H -0.930 -1.447 -5.411
H 3.939 -4.314 -4.200
H 2.900 -5.074 -2.980
H 4.725 -2.652 -2.602
H 4.669 -4.109 -1.663
```

Summary:
energy = -3718.382569 Eh
HOMO (alpha / beta) = -9.74 / -9.75 eV
energy relative to the best compared isomer or geometry (same formula, charge and spin) = 0.0 kJ/mol
gap between HOMO and LUMO (alpha / beta) = 4.843 / 5.303 eV
total charge = +1

No. 5
# C9H21Cl2O2P2V

A structure of composition C9H21Cl2O2P2V in a non-equilibrium geometry (ωB97M-V/def2-TZVPD, the Open Molecules 2025 dataset).

Structure (XYZ):
```
37
C9H21Cl2O2P2V | the Open Molecules 2025 dataset | ωB97M-V/def2-TZVPD
C -1.034 -0.284 -2.955
C -1.303 -0.978 -1.724
H -1.475 -0.821 -3.818
H 0.054 -0.175 -3.097
H -1.461 0.734 -2.949
O -1.899 -1.822 -1.165
Cl 1.815 2.619 -0.187
V 0.872 0.882 0.791
P 1.822 -1.056 -0.169
C 1.176 -2.710 0.172
C 2.283 -1.056 -1.900
H 3.115 -1.757 -2.038
H 3.964 -2.015 0.407
H 2.607 -0.048 -2.188
H 4.024 -0.221 0.428
H 0.162 -2.813 -0.228
H 1.447 -1.375 -2.531
C 3.431 -1.102 0.705
H 1.836 -3.446 -0.297
H 3.280 -1.098 1.792
H 1.147 -2.883 1.254
P -1.434 1.357 0.791
C -2.698 0.207 1.375
C -1.429 2.672 2.057
H -1.369 2.753 -1.159
H -2.964 2.784 -0.338
H -2.516 1.382 -1.360
C -2.137 2.141 -0.667
H -0.829 3.522 1.712
H -2.465 2.993 2.219
H -3.642 0.759 1.462
H -2.399 -0.200 2.350
H -1.004 2.295 2.995
H -2.803 -0.615 0.657
Cl 1.805 1.226 2.861
O -0.144 -1.278 2.818
C 0.166 -0.572 1.926
```

Summary:
spin multiplicity = 3
energy = -3052.507816 Eh
HOMO (alpha / beta) = -16.13 / -16.42 eV
gap between HOMO and LUMO (alpha / beta) = 5.635 / 5.946 eV
total charge = +2

No. 6
# C5H5NO

The molecule C5H5NO in a non-equilibrium geometry (ωB97M-V/def2-TZVPD, the Open Molecules 2025 dataset).

Structure (XYZ):
```
12
C5H5NO | the Open Molecules 2025 dataset | ωB97M-V/def2-TZVPD
O 1.381 0.409 -0.831
C -0.081 0.213 -1.028
C -0.806 -0.556 0.167
C 0.304 -0.839 1.102
C 1.476 -0.488 0.974
C -1.870 0.230 0.830
N -2.687 0.846 1.372
H 1.688 1.276 -0.501
H -0.530 1.188 -1.199
H -0.100 -0.424 -1.911
H -1.281 -1.493 -0.174
H 2.507 -0.360 1.198
```

Summary:
energy = -323.364257 Eh
HOMO = -9.38 eV
energy relative to the best compared isomer or geometry (same formula, charge and spin) = 408.1 kJ/mol
SMILES string = C#C[C@@H](C#N)CO
gap between HOMO and LUMO = 9.834 eV
total charge = 0

No. 7
# C19H28NPPt

A structure of composition C19H28NPPt in a non-equilibrium geometry (ωB97M-V/def2-TZVPD, the Open Molecules 2025 dataset).

Structure (XYZ):
```
50
C19H28NPPt | the Open Molecules 2025 dataset | ωB97M-V/def2-TZVPD
C 4.146 -0.528 -0.141
C 3.379 0.151 0.793
C 1.966 0.168 0.776
C 1.302 -0.630 -0.199
C 2.096 -1.196 -1.208
C 3.489 -1.222 -1.146
C 1.363 0.884 1.938
C 0.876 2.371 1.876
N 0.317 2.939 0.689
Pt -0.784 -1.294 -0.375
C 1.476 -1.787 -2.442
P -0.229 -1.098 -2.534
H 3.904 0.697 1.578
H 4.038 -1.771 -1.917
H 5.233 -0.523 -0.088
H 1.421 -2.886 -2.409
H 2.025 -1.494 -3.349
H 0.561 0.266 2.348
H 2.126 0.908 2.741
H 0.098 2.469 2.658
C -1.207 -1.920 -3.806
C 0.126 0.600 -3.094
H 1.737 3.018 2.147
C 1.117 3.225 -0.457
C -1.102 3.119 0.564
H -2.264 -1.686 -1.154
H 1.497 4.259 -0.433
H 1.976 2.550 -0.528
H 0.516 3.125 -1.374
H -1.391 4.162 0.788
H -1.438 2.898 -0.465
H -1.636 2.465 1.260
H 0.367 0.609 -4.168
H -0.755 1.232 -2.897
H 0.984 0.997 -2.538
H -0.652 -1.945 -4.752
H -1.470 -2.946 -3.522
H -2.134 -1.354 -3.970
H -2.348 -0.861 -0.941
C -3.405 -1.713 3.715
C -2.316 -0.845 3.620
C -1.660 -0.691 2.390
C -1.953 -1.531 1.331
C -2.991 -2.461 1.433
C -3.775 -2.493 2.608
H -3.954 -1.781 4.661
H -1.943 -0.283 4.482
H -0.914 0.087 2.260
H -3.175 -3.109 0.572
H -4.642 -3.152 2.681
```

Summary:
spin multiplicity = 5
energy = -1255.347650 Eh
HOMO (alpha / beta) = -11.50 / -14.75 eV
gap between HOMO and LUMO (alpha / beta) = 6.137 / 5.134 eV
total charge = +2

No. 8
# C12H20N5O6P2SSiZn

A structure of composition C12H20N5O6P2SSiZn (ωB97M-V/def2-TZVPD, the Open Molecules 2025 dataset).

Structure (XYZ):
```
48
C12H20N5O6P2SSiZn | the Open Molecules 2025 dataset | ωB97M-V/def2-TZVPD
Zn 0.429 -1.055 -1.629
N 1.460 -4.890 0.507
C 1.345 -3.429 0.389
C 1.409 -2.694 1.731
P 2.694 -2.760 -0.665
O 2.450 -3.662 -1.994
O 4.022 -3.030 -0.075
O 2.283 -1.330 -0.997
P -0.263 -3.032 -0.455
O -1.374 -3.104 0.682
O -0.481 -4.371 -1.296
O -0.336 0.127 0.838
H 2.431 -5.172 0.422
H 0.141 -5.037 -0.915
H 1.128 -5.188 1.417
H 2.394 -2.833 2.178
H 0.638 -3.078 2.402
H 1.231 -1.624 1.606
H 3.243 -3.694 -2.540
H -1.605 -2.199 1.074
C -0.662 4.825 2.142
Si -1.137 3.000 2.194
C -2.904 2.944 2.803
C 0.080 2.138 3.326
C -0.953 2.425 0.394
C -1.105 3.345 -0.631
C -0.857 3.020 -1.965
C -0.409 1.753 -2.243
N -0.256 0.836 -1.276
C -0.537 1.141 -0.006
S -1.737 -0.291 1.840
H -0.625 5.221 3.160
H -1.383 5.429 1.586
H 0.323 4.971 1.691
H -2.999 3.546 3.711
H -3.207 1.921 3.014
H -3.584 3.356 2.054
H 0.580 2.866 3.970
H 0.839 1.604 2.753
H -0.425 1.401 3.948
H -1.407 4.358 -0.394
H -0.984 3.740 -2.760
H -0.166 1.427 -3.246
N -0.364 0.682 -7.524
C -0.108 -0.182 -6.797
N 0.198 -1.227 -6.044
C 0.236 -1.111 -4.771
N 0.315 -1.088 -3.608
```

Summary:
energy = -4344.574376 Eh
HOMO = -5.40 eV
energy relative to the best compared isomer or geometry (same formula, charge and spin) = 0.0 kJ/mol
gap between HOMO and LUMO = 7.884 eV
total charge = -1